Here is a structure of composition C35H30N7O3Tc in a non-equilibrium geometry from OMol25. Energies are from the ωB97M-V functional and the def2-TZVPD basis.

Results
Spin multiplicity: 2
HOMO-LUMO gap (alpha / beta): 5.505 / 5.494 eV
HOMO level (alpha / beta): -9.1 / -9.1 eV
Relative energy (zero: lowest compared OMol25 entry of this formula, charge and spin): 0.0 kJ/mol
Total charge: +1

Atoms and positions in Å:
1 Tc -0.171 -0.248 -0.064
2 C -5.102 -1.674 -4.881
3 C -3.823 -1.272 -4.194
4 C -3.099 -0.154 -4.585
5 C -1.971 0.261 -3.897
6 C -1.482 -0.429 -2.778
7 N -0.396 -0.003 -2.023
8 C 1.416 1.183 -2.812
9 C 1.852 0.729 -4.046
10 C 3.202 0.699 -4.350
11 C 4.152 1.108 -3.418
12 C 5.626 1.054 -3.726
13 C 3.707 1.536 -2.175
14 C 2.353 1.577 -1.864
15 N 1.985 2.081 -0.580
16 C 2.547 3.151 0.028
17 C 1.951 3.296 1.255
18 C 1.017 2.254 1.318
19 N 1.031 1.525 0.204
20 C -2.179 -1.607 -2.435
21 C -3.331 -1.982 -3.111
22 N -1.722 -2.508 -1.421
23 C -1.835 -3.855 -1.428
24 C -1.257 -4.335 -0.278
25 C -0.784 -3.201 0.387
26 N -1.063 -2.100 -0.313
27 H -5.071 -1.428 -5.943
28 H -5.957 -1.151 -4.449
29 H -5.288 -2.743 -4.786
30 H -3.425 0.417 -5.448
31 H -1.434 1.132 -4.238
32 H 1.107 0.404 -4.762
33 H 3.523 0.352 -5.324
34 H 5.801 1.067 -4.800
35 H 6.071 0.139 -3.330
36 H 6.155 1.897 -3.282
37 H 4.431 1.814 -1.418
38 H 3.312 3.727 -0.463
39 H 2.172 4.034 2.007
40 H 0.358 1.977 2.125
41 H -3.861 -2.865 -2.774
42 H -2.306 -4.368 -2.247
43 H -1.173 -5.363 0.026
44 H -0.269 -3.110 1.331
45 C 0.064 -3.161 5.100
46 O -0.020 -2.284 3.987
47 C -1.077 -1.439 3.954
48 C -2.042 -1.328 4.906
49 C -3.131 -0.413 4.760
50 C -3.229 0.352 3.655
51 C -2.242 0.262 2.612
52 C -2.398 1.112 1.519
53 N -1.650 1.101 0.423
54 N -1.836 2.182 -0.376
55 C -1.367 2.931 -1.127
56 O 0.068 1.281 -2.567
57 C -1.005 4.086 -1.876
58 C -1.195 4.161 -3.256
59 C -0.816 5.311 -3.919
60 C -0.243 6.363 -3.213
61 C -0.047 6.282 -1.839
62 C -0.425 5.139 -1.161
63 C -1.115 -0.613 2.768
64 O -0.148 -0.681 1.948
65 H 0.924 -3.798 4.919
66 H -0.833 -3.778 5.185
67 H 0.213 -2.604 6.028
68 H -1.995 -1.937 5.798
69 H -3.874 -0.345 5.543
70 H -4.056 1.041 3.533
71 H -3.177 1.867 1.575
72 H -1.632 3.325 -3.783
73 H -0.964 5.387 -4.987
74 H 0.057 7.259 -3.741
75 H 0.399 7.106 -1.299
76 H -0.279 5.048 -0.093

Forces on atoms 1 to 2 (eV/Å):
0.00 0.59 -0.72
0.06 0.02 0.03

***

Here is a structure of composition C18H28F4GaO13 in a non-equilibrium geometry from OMol25. Energies are from the ωB97M-V functional and the def2-TZVPD basis.

Results
HOMO-LUMO gap: 5.499 eV
HOMO level: -3.8 eV
Total charge: -1

Atoms and positions in Å:
1 C 2.225 1.013 -3.632
2 C 1.351 2.274 -3.446
3 C 0.070 1.910 -2.649
4 C -1.218 2.546 -3.143
5 Ga -2.784 1.887 -1.951
6 C -4.620 2.295 -2.762
7 C -5.196 1.084 -3.506
8 O -5.684 1.386 -4.831
9 H 3.182 1.211 -4.109
10 H 1.630 0.298 -4.202
11 H 2.362 0.603 -2.629
12 H 1.080 2.714 -4.403
13 H 1.959 2.970 -2.861
14 H -0.050 0.822 -2.665
15 H 0.235 2.202 -1.608
16 H -1.406 2.319 -4.198
17 H -1.196 3.634 -3.021
18 H -2.548 2.604 -0.506
19 H -2.520 0.293 -1.769
20 H -4.525 3.132 -3.457
21 H -5.291 2.576 -1.949
22 H -6.041 0.667 -2.957
23 H -4.449 0.286 -3.567
24 H -4.914 1.673 -5.323
25 C -2.380 -0.679 2.723
26 C -2.996 -2.046 2.530
27 O -4.120 -1.768 1.736
28 C -3.835 -0.630 0.998
29 O -4.442 -0.274 0.057
30 O -2.744 -0.017 1.516
31 F -3.402 -2.606 3.708
32 H -2.822 -0.162 3.575
33 H -1.300 -0.703 2.835
34 H -2.355 -2.761 2.010
35 C 0.450 -0.682 7.044
36 C -0.185 -1.427 5.893
37 O 0.852 -1.409 4.918
38 C 2.037 -1.345 5.577
39 O 3.098 -1.564 5.097
40 O 1.836 -1.004 6.874
41 F -1.268 -0.773 5.395
42 H 0.310 0.396 6.946
43 H 0.096 -1.011 8.016
44 H -0.443 -2.463 6.121
45 C 5.174 4.119 -7.010
46 C 4.428 2.825 -6.781
47 O 3.551 3.155 -5.727
48 C 3.291 4.497 -5.815
49 O 2.417 5.066 -5.269
50 O 4.198 5.091 -6.646
51 F 5.259 1.829 -6.380
52 H 6.037 4.194 -6.346
53 H 5.493 4.261 -8.039
54 H 3.847 2.476 -7.636
55 C 2.674 -5.369 5.322
56 C 1.865 -6.635 5.519
57 O 0.926 -6.245 6.512
58 C 0.745 -4.907 6.392
59 O -0.138 -4.284 6.888
60 O 1.703 -4.362 5.620
61 F 2.613 -7.658 5.991
62 H 3.494 -5.307 6.038
63 H 3.059 -5.245 4.315
64 H 1.324 -6.971 4.633

Forces on atoms 1 to 2 (eV/Å):
-0.88 0.47 0.22
0.33 -0.76 0.44

***

Here is a cluster of 2 separate species, C12H14BrN6O4 in total in a non-equilibrium geometry from OMol25. Energies are from the ωB97M-V functional and the def2-TZVPD basis.

Results
HOMO-LUMO gap: 6.568 eV
HOMO level: -4.9 eV
Total charge: -1

Atoms and positions in Å:
1 O -0.537 -2.705 -1.079
2 O 0.852 2.229 2.628
3 O 1.146 -2.086 2.872
4 O -1.316 2.525 2.963
5 Br -0.966 -0.365 -7.197
6 N 0.812 1.049 -2.296
7 N 0.279 1.783 -1.376
8 N -2.233 1.885 -3.917
9 C -0.444 -2.211 0.037
10 C -0.346 1.874 2.524
11 C 1.297 -0.904 2.571
12 C -2.140 1.260 -5.107
13 C -1.198 1.729 -3.077
14 C 0.029 0.340 -4.584
15 C -1.030 0.483 -5.483
16 C -0.071 0.993 -3.362
17 N -0.940 2.194 -1.819
18 N 2.098 -0.113 3.291
19 N 0.272 -1.098 0.191
20 C -1.185 -2.871 1.181
21 C 2.871 -0.529 4.458
22 C -0.673 0.566 1.789
23 C 0.566 -0.252 1.369
24 H -2.960 1.364 -5.811
25 H 0.906 -0.256 -4.818
26 H -1.601 2.731 -1.265
27 H 2.044 0.884 3.074
28 H 0.643 -0.749 -0.680
29 H -2.020 -3.437 0.777
30 H -1.557 -2.130 1.878
31 H -0.504 -3.545 1.695
32 H 2.207 -0.613 5.320
33 H 3.645 0.209 4.667
34 H 3.335 -1.498 4.267
35 H -1.307 -0.040 2.436
36 H -1.250 0.821 0.898
37 H 1.275 0.483 0.986

Forces on atoms 1 to 2 (eV/Å):
-0.01 -0.30 -0.73
0.74 -0.27 -0.31

***

Here is a structure of composition C31H24BrMoN2O2 in a non-equilibrium geometry from OMol25. Energies are from the ωB97M-V functional and the def2-TZVPD basis.

Results
HOMO-LUMO gap (alpha / beta): 5.871 / 5.915 eV
HOMO level (alpha / beta): -10.2 / -10.2 eV
Total charge: +1

Atoms and positions in Å:
1 Mo -1.926 0.893 -0.950
2 O 2.940 3.243 -2.112
3 C 1.996 4.211 -2.300
4 C 2.428 5.445 -2.765
5 C 1.519 6.468 -2.963
6 C 0.167 6.274 -2.702
7 C -0.265 5.046 -2.229
8 C 0.640 4.010 -2.026
9 C 0.187 2.690 -1.460
10 O -1.203 2.618 -1.212
11 N 0.563 1.618 -2.397
12 N -0.294 0.514 -2.200
13 C -0.091 -0.518 -2.928
14 C -1.055 -1.578 -3.012
15 Br -2.825 -0.986 -2.434
16 C -0.900 -2.803 -3.507
17 C 0.385 -3.395 -3.871
18 C 1.567 -3.106 -3.183
19 C 2.763 -3.680 -3.577
20 C 2.795 -4.551 -4.658
21 C 1.620 -4.863 -5.333
22 C 0.421 -4.302 -4.935
23 H 2.521 2.379 -2.009
24 H 3.484 5.577 -2.965
25 H 1.867 7.426 -3.326
26 H -0.541 7.076 -2.855
27 H -1.308 4.882 -2.000
28 H 0.705 2.488 -0.517
29 H 0.457 1.954 -3.352
30 H 0.786 -0.559 -3.570
31 H -1.784 -3.413 -3.668
32 H 1.542 -2.472 -2.304
33 H 3.671 -3.461 -3.031
34 H 3.729 -5.003 -4.963
35 H 1.641 -5.553 -6.166
36 H -0.494 -4.552 -5.458
37 C -1.489 0.044 0.733
38 C -1.383 -0.248 1.953
39 C -1.239 -0.556 3.256
40 C -2.283 -1.337 3.933
41 C -2.541 -1.148 5.293
42 C -3.556 -1.854 5.916
43 C -4.320 -2.764 5.198
44 C -4.072 -2.958 3.845
45 C -3.068 -2.246 3.215
46 C -0.032 -0.084 3.956
47 C 0.542 -0.849 4.973
48 C 1.702 -0.423 5.599
49 C 2.298 0.774 5.229
50 C 1.736 1.543 4.218
51 C 0.586 1.114 3.580
52 H -1.963 -0.425 5.854
53 H -3.755 -1.690 6.967
54 H -5.109 -3.318 5.689
55 H -4.662 -3.670 3.283
56 H -2.866 -2.402 2.163
57 H 0.091 -1.792 5.255
58 H 2.144 -1.030 6.378
59 H 3.200 1.108 5.726
60 H 2.194 2.480 3.931
61 H 0.139 1.715 2.798

Forces on atoms 1 to 2 (eV/Å):
-0.15 0.12 1.00
0.00 0.05 0.03

***

Here is a structure of composition C40H35BIrN6 from OMol25. Energies are from the ωB97M-V functional and the def2-TZVPD basis.

Results
Spin multiplicity: 6
HOMO-LUMO gap (alpha / beta): 7.112 / 4.514 eV
HOMO level (alpha / beta): -12.8 / -13.5 eV
Total charge: +2

Atoms and positions in Å:
1 Ir 0.088 0.165 -0.719
2 C -2.883 4.859 -0.257
3 C -2.113 3.881 -1.065
4 C -1.836 3.873 -2.394
5 C -1.060 2.706 -2.629
6 N -0.896 2.045 -1.428
7 N -1.521 2.747 -0.520
8 B -1.571 2.302 1.000
9 N -2.260 0.929 1.054
10 N -1.763 -0.117 0.339
11 C -2.452 -1.213 0.683
12 C -3.413 -0.865 1.633
13 C -3.265 0.496 1.845
14 C -4.037 1.395 2.747
15 C -2.141 -2.518 0.097
16 C -1.849 -2.639 -1.261
17 C -1.502 -3.873 -1.791
18 C -1.449 -4.991 -0.971
19 C -1.754 -4.877 0.380
20 C -2.102 -3.647 0.913
21 N -0.127 2.226 1.514
22 N 0.771 1.414 0.894
23 C 1.906 1.439 1.601
24 C 1.731 2.266 2.711
25 C 0.438 2.755 2.621
26 C -0.275 3.699 3.528
27 C 3.065 0.645 1.184
28 C 3.504 0.674 -0.140
29 C 4.571 -0.118 -0.538
30 C 5.201 -0.946 0.380
31 C 4.776 -0.968 1.702
32 C 3.718 -0.168 2.107
33 C -0.520 2.260 -3.861
34 C -0.783 3.017 -5.036
35 C -0.278 2.625 -6.248
36 C 0.505 1.470 -6.332
37 C 0.779 0.708 -5.190
38 C 0.276 1.093 -3.976
39 H -3.242 5.659 -0.900
40 H -2.263 5.295 0.527
41 H -3.742 4.385 0.219
42 H -2.146 4.612 -3.110
43 H -2.192 3.109 1.606
44 H -4.148 -1.510 2.084
45 H -4.757 0.812 3.316
46 H -4.584 2.149 2.180
47 H -3.384 1.912 3.450
48 H -1.925 -1.772 -1.906
49 H -1.294 -3.967 -2.849
50 H -1.190 -5.956 -1.387
51 H -1.724 -5.751 1.019
52 H -2.328 -3.555 1.969
53 H 2.462 2.511 3.462
54 H 0.359 3.938 4.378
55 H -1.203 3.267 3.903
56 H -0.520 4.630 3.016
57 H 3.033 1.348 -0.845
58 H 4.922 -0.077 -1.561
59 H 6.038 -1.559 0.072
60 H 5.277 -1.601 2.422
61 H 3.382 -0.190 3.137
62 H -1.389 3.908 -4.976
63 H -0.484 3.205 -7.137
64 H 0.903 1.162 -7.290
65 H 1.387 -0.182 -5.272
66 H 0.494 0.497 -3.095
67 C 1.127 -3.522 3.457
68 C 0.557 -2.259 3.326
69 C 0.531 -1.619 2.096
70 C 1.084 -2.212 0.954
71 C 1.061 -1.566 -0.338
72 C 1.726 -2.245 -1.399
73 C 2.307 -3.484 -1.254
74 C 2.274 -4.120 -0.016
75 C 1.679 -3.494 1.100
76 C 1.683 -4.134 2.351
77 H 1.138 -4.019 4.418
78 H 0.129 -1.770 4.191
79 H 0.080 -0.640 2.031
80 H 1.768 -1.765 -2.370
81 H 2.787 -3.966 -2.095
82 H 2.715 -5.102 0.104
83 H 2.133 -5.116 2.437

Forces on atoms 1 to 2 (eV/Å):
0.13 -0.04 -0.12
0.00 -0.01 0.03